(1)
The molecule C5H5NO2, computed with wB97M-V/def2-TZVPD.

```
! RIJCOSX wB97M-V def2-TZVPD def2/J DEFGRID3
* xyz 0 1
O 0.893 1.746 0.012
O -1.074 2.497 0.029
N -3.097 -0.798 -0.082
C -0.228 1.446 0.151
C -0.703 0.067 0.228
C 1.739 -0.899 -0.036
C 0.270 -0.913 0.117
C -2.012 -0.492 0.202
H 2.276 -1.172 1.013
H -1.938 2.253 -0.383
H 1.955 -1.903 -0.687
H 2.270 0.040 -0.395
H -0.351 -1.871 -0.168
*
```

Properties
HOMO energy	-10.40	eV
frontier orbital gap	9.85	eV
relative energy (zero: lowest compared OMol25 entry of this formula, charge and spin)	54.5	kcal per mole
molecular weight	111.1	g mol⁻¹
calculated total energy	-398.69170	Eh

Atomic partial charges in e from the Löwdin method, atoms 1 to 2: number 1, O, carries 0.144; number 2, O, carries 0.107


(2)
The ion C6H13N2P with charge +2, computed with wB97M-V/def2-TZVPD.

```
! RIJCOSX wB97M-V def2-TZVPD def2/J DEFGRID3
* xyz 2 1
P -2.122 2.451 0.407
N 1.015 0.059 -0.299
N -2.133 -1.480 0.036
C -1.809 -2.631 -0.287
C -1.482 0.799 0.165
C 2.093 -0.402 0.592
C 1.540 1.085 -1.104
C -2.454 -0.219 0.070
C -0.091 0.481 0.564
H 2.567 0.773 -1.486
H -1.435 -2.941 -1.219
H 0.760 -0.779 -0.861
H 0.365 1.366 1.074
H 2.901 -0.734 -0.002
H -1.771 -3.416 0.498
H -0.973 3.046 0.363
H -3.506 0.076 -0.124
H 1.721 1.816 -0.362
H 2.320 0.494 1.033
H 1.766 -1.100 1.284
H -0.119 -0.309 1.387
H 0.845 1.566 -1.729
*
```

Properties
HOMO energy (spin up / spin down)	-17.95 / -17.95	eV
frontier orbital gap (spin up / spin down)	8.10 / 8.10	eV
relative energy (zero: lowest compared OMol25 entry of this formula, charge and spin)	30.6	kcal per mole
molecular weight	144.2	g mol⁻¹
calculated total energy	-686.50650	Eh

Atomic partial charges in e from the Löwdin method, atoms 1 to 2: number 1, P, carries 1.203; number 2, N, carries -0.233


(3)
The molecule C5H8N2O, computed with wB97M-V/def2-TZVPD.

```
! RIJCOSX wB97M-V def2-TZVPD def2/J DEFGRID3
* xyz 0 1
O -1.271 -1.980 -0.191
N -2.106 0.138 -0.053
N -1.667 1.454 0.105
C -0.412 1.405 0.030
C 0.863 -0.271 -1.374
C -1.114 -0.797 -0.074
C 1.121 -0.207 1.188
C 0.221 -0.035 -0.026
H 0.164 2.278 0.378
H 1.414 0.678 -1.622
H 0.189 -0.454 -2.171
H -3.038 -0.189 0.283
H 1.667 -1.029 -1.438
H 1.565 0.656 1.767
H 0.488 -0.699 1.983
H 1.915 -0.949 1.214
*
```

Properties
HOMO energy	-9.61	eV
frontier orbital gap	10.43	eV
relative energy (zero: lowest compared OMol25 entry of this formula, charge and spin)	38.7	kcal per mole
molecular weight	112.1	g mol⁻¹
calculated total energy	-380.02652	Eh

Atomic partial charges in e from the Löwdin method, atoms 1 to 2: number 1, O, carries 0.096; number 2, N, carries 0.055


(4)
A cluster of 5 separate species, C2H16N2O4 in total, computed with wB97M-V/def2-TZVPD.

```
! RIJCOSX wB97M-V def2-TZVPD def2/J DEFGRID3
* xyz 0 1
O 2.884 0.612 -0.707
O 3.301 -0.579 1.883
O -2.791 -1.115 -1.668
O -3.045 -1.962 1.038
N 0.366 0.959 0.594
N -0.197 1.672 -1.661
C -0.573 1.642 -0.265
C 0.177 -0.527 0.635
H 0.807 1.600 -1.771
H 0.635 -0.877 1.554
H -1.611 1.307 -0.172
H -2.859 -2.822 1.420
H 0.278 1.192 1.570
H 3.049 -0.477 0.944
H -1.944 -0.698 -1.497
H -3.502 -0.592 -1.290
H -0.588 0.891 -2.175
H 3.787 -1.413 1.927
H 2.255 1.138 -0.148
H -0.866 -0.809 0.682
H -0.679 2.661 0.092
H 0.573 -0.986 -0.266
H 3.624 1.227 -0.795
H -3.082 -2.045 0.076
*
```

Properties
HOMO energy	-9.53	eV
frontier orbital gap	10.16	eV
relative energy (zero: lowest compared OMol25 entry of this formula, charge and spin)	31.2	kcal per mole
molecular weight	132.2	g mol⁻¹
calculated total energy	-496.24740	Eh

Atomic partial charges in e from the Löwdin method, atoms 1 to 2: number 1, O, carries -0.093; number 2, O, carries -0.086


(5)
A cluster of 7 separate species, C20H52Br2Cl4N4O4 in total, computed with wB97M-V/def2-TZVPD.

```
! RIJCOSX wB97M-V def2-TZVPD def2/J DEFGRID3
* xyz 0 1
Br -2.415 2.472 -0.412
Br -4.224 -0.802 -3.331
Cl 0.417 2.042 6.283
Cl -0.082 1.625 -8.888
Cl -2.493 2.429 6.388
Cl 0.527 3.247 -11.220
O 7.557 -1.681 -2.543
O -0.007 -3.952 7.174
O 1.697 10.315 -4.930
O -7.321 -3.617 1.972
N 3.247 8.192 -3.321
N 0.172 -6.408 4.430
N 5.205 0.310 -2.773
N -5.751 -6.857 2.782
C -0.125 -4.074 4.039
C -0.520 -5.108 6.362
C 1.871 10.974 -3.692
C 5.338 0.544 -0.389
C -6.273 -5.779 1.967
C 2.705 8.046 -4.647
C 7.846 -3.087 -2.690
C -7.815 -2.538 2.776
C -3.804 0.227 -1.724
C 1.432 7.342 -4.368
C 6.097 0.131 -1.636
C -0.879 3.267 6.429
C -0.884 -3.761 8.291
C -2.686 1.203 -1.973
C 1.008 1.851 -10.244
C -6.910 -4.703 2.797
C 2.639 9.401 -5.425
C 0.333 -5.167 5.070
C -7.095 -6.343 0.858
C 6.650 -1.312 -1.469
H 6.932 -3.681 -2.704
H 4.470 -0.089 -0.203
H -8.772 -2.924 3.125
H 1.583 6.338 -3.972
H 5.997 0.512 0.478
H -7.985 -1.668 2.142
H 1.396 -4.989 5.233
H 2.410 9.181 -6.468
H -0.784 4.028 5.655
H 5.841 -2.037 -1.382
H -6.477 -6.879 0.139
H -1.114 -4.268 3.625
H 2.853 11.446 -3.670
H -0.481 -6.027 6.946
H -0.111 -3.071 4.467
H -7.056 -2.313 3.526
H -1.760 -3.256 7.884
H -1.745 0.671 -2.111
H -0.843 3.673 7.440
H 0.850 7.336 -5.290
H 6.906 0.855 -1.734
H 4.166 8.596 -3.433
H 0.865 0.954 -10.845
H 8.390 -3.451 -1.819
H -7.501 -5.524 0.264
H 3.226 7.406 -5.359
H -2.913 1.851 -2.820
H -4.712 0.727 -1.387
H 0.848 -6.527 3.688
H -3.474 -0.533 -1.016
H -4.783 -6.625 2.950
H 2.043 1.939 -9.914
H 1.041 11.660 -3.519
H -6.130 -4.374 3.485
H -5.478 -5.287 1.407
H 8.452 -3.252 -3.581
H -1.572 -4.946 6.127
H -7.674 -5.251 3.348
H -1.254 -4.716 8.664
H -5.687 -7.746 2.307
H 3.644 9.790 -5.267
H 5.818 0.149 -3.560
H -0.405 -3.223 9.109
H 0.304 -7.061 5.188
H 3.423 7.302 -2.878
H 4.529 -0.436 -2.862
H 0.688 7.885 -3.786
H 7.196 -1.310 -0.525
H 4.942 1.554 -0.499
H 1.797 10.186 -2.943
H -7.913 -6.967 1.217
H 0.555 -4.037 3.188
*
```

Properties
HOMO energy	-8.90	eV
frontier orbital gap	9.27	eV
relative energy (zero: lowest compared OMol25 entry of this formula, charge and spin)	35.5	kcal per mole
molecular weight	714.3	g mol⁻¹
calculated total energy	-8301.82991	Eh

Atomic partial charges in e from the Löwdin method, atoms 1 to 2: number 1, Br, carries 0.533; number 2, Br, carries 0.609


(6)
A cluster of 4 separate species, C4H12O3 in total, computed with wB97M-V/def2-TZVPD.

```
! RIJCOSX wB97M-V def2-TZVPD def2/J DEFGRID3
* xyz 0 1
O 1.443 -1.160 -0.412
O 3.545 -2.768 -2.145
O -1.397 1.806 -2.745
C -0.307 1.833 2.903
C -1.367 0.526 1.005
C -0.644 0.651 2.404
C -2.449 -0.253 0.849
H 2.913 -2.219 -1.730
H -3.157 -0.288 0.041
H 4.446 -2.543 -1.796
H 0.721 -0.469 -0.318
H -0.489 2.014 -2.890
H -0.257 -0.280 2.624
H -1.016 1.132 0.277
H -2.985 -0.839 1.535
H -1.300 0.979 -3.293
H -0.502 2.683 2.223
H 1.356 -1.766 -1.140
H 0.145 2.027 3.923
*
```

Properties
HOMO energy	-9.50	eV
frontier orbital gap	9.88	eV
relative energy (zero: lowest compared OMol25 entry of this formula, charge and spin)	70.8	kcal per mole
molecular weight	108.1	g mol⁻¹
calculated total energy	-385.20894	Eh

Atomic partial charges in e from the Löwdin method, atoms 1 to 2: number 1, O, carries -0.066; number 2, O, carries -0.051


Question: Look up the molecular weight of the fifth one.
Answer: 714.3 g mol⁻¹


Question: What is the molecular weight in the second record?
Answer: 144.2 g mol⁻¹